Here is the molecule C6H7NO in a non-equilibrium geometry from the Open Molecules 2025 dataset. Energies are from the ωB97M-V functional and the def2-TZVPD basis.

- SMILES: O=C1CC=NC12CC2
- E_tot: -362.74161 Ha
- HOMO level: -9.287 eV
- ΔE to the lowest compared entry with this formula, charge and spin: 45.10 kcal per mole
- Kohn-Sham gap: 10.3 eV

Geometry as ORCA input:
```
! wB97M-V def2-TZVPD RIJCOSX def2/J DEFGRID3
* xyz 0 1
C -1.29722 1.24774 -0.50555
C 0.71922 0.81389 0.66297
C -0.23853 1.88899 0.28723
C 0.13472 -1.91750 0.48072
C 0.65359 -1.48846 -0.87375
C -0.02722 -0.48325 0.06680
N -1.20488 -0.02598 -0.50153
O 1.69118 0.92983 1.38809
H -2.20145 1.61773 -1.11811
H 0.46863 2.73657 -0.16423
H -0.53514 2.42122 1.18757
H -0.70898 -2.59258 0.40293
H 0.78370 -2.12240 1.36631
H 1.63267 -1.32056 -0.89423
H 0.12971 -1.70524 -1.78523
*
```

Here is the molecule C3H8FN in a non-equilibrium geometry from the Open Molecules 2025 dataset. Energies are from the ωB97M-V functional and the def2-TZVPD basis.

- SMILES: NCCCF
- E_tot: -273.62100 Ha
- HOMO level: -9.575 eV
- ΔE to the lowest compared entry with this formula, charge and spin: 59.45 kcal per mole
- Kohn-Sham gap: 10.6 eV

Geometry as ORCA input:
```
! wB97M-V def2-TZVPD RIJCOSX def2/J DEFGRID3
* xyz 0 1
C 0.85017 0.38667 -0.19874
C -0.49575 -0.27898 0.22863
C -1.73875 0.45250 -0.01881
H 2.14422 -1.36278 0.49864
H 2.88537 0.10054 0.04881
H 0.84984 1.36039 0.54751
H 0.69917 0.35631 -1.23761
H -0.54365 -0.73194 1.13397
H -0.33990 -1.09897 -0.39996
H -1.77017 0.84994 -1.01592
H -1.80720 1.03584 0.87212
N 2.00306 -0.48319 -0.23526
F -2.73641 -0.58634 -0.22338
*
```

Here is a cluster of 2 separate species, C5H11N3 in total in a non-equilibrium geometry from the Open Molecules 2025 dataset. Energies are from the ωB97M-V functional and the def2-TZVPD basis.

- SMILES: [H]/N=C/[C@H](C)N.CC#N
- E_tot: -361.33063 Ha
- HOMO level: -8.778 eV
- ΔE to the lowest compared entry with this formula, charge and spin: 36.87 kcal per mole
- Kohn-Sham gap: 9.5 eV

Geometry as ORCA input:
```
! wB97M-V def2-TZVPD RIJCOSX def2/J DEFGRID3
* xyz 0 1
C -2.18048 1.27699 1.50352
C -1.97558 0.04895 0.76415
C 0.19511 0.55107 -0.40926
N -2.14992 -1.04258 0.41434
N 0.51081 1.59855 0.21732
H -0.61894 -2.04293 -0.19625
H 0.21767 2.46671 -0.23137
H -0.28458 0.54416 -1.40070
H -2.97761 1.14289 2.23146
H -1.25632 1.54541 2.01375
H -2.43395 2.07953 0.81089
C 2.33639 -0.66086 -0.90592
C 1.00593 -0.82145 -0.17553
N 0.30287 -1.96947 -0.64037
H 0.16526 -1.93627 -1.64611
H 1.16023 -0.90114 0.90272
H 2.91850 -1.57502 -0.79756
H 2.16618 -0.47566 -1.96636
H 2.89840 0.17112 -0.48873
*
```

Here is a structure of composition C10H24F4O7PSSi2 in a non-equilibrium geometry from the Open Molecules 2025 dataset. Energies are from the ωB97M-V functional and the def2-TZVPD basis.

- E_tot: -2640.29053 Ha
- HOMO level: -3.797 eV
- Kohn-Sham gap: 5.6 eV

Geometry as ORCA input:
```
! wB97M-V def2-TZVPD RIJCOSX def2/J DEFGRID3
* xyz -1 1
C 0.76605 5.82043 2.14611
C 1.79644 4.89046 1.37979
O 2.55970 5.70462 0.47572
C 0.94675 3.81302 0.65017
O 1.73035 2.95885 -0.22174
Si 0.59222 1.99795 -1.11210
C 0.98396 0.17384 -0.77171
C -0.04750 -0.42685 0.25736
C 0.48108 -1.79125 0.85613
F -1.28811 -0.66387 -0.37088
O 0.51697 2.41717 -2.77658
Si -1.06079 2.86225 -3.29697
P -1.23188 5.07994 -3.59898
O -2.85863 5.45987 -3.37136
O -0.84633 5.36455 -5.22974
S -0.16470 6.11022 -2.35462
H 1.23968 6.39869 2.96247
H -0.03674 5.12875 2.51225
H 0.27038 6.47476 1.38947
H 2.52435 4.45887 2.11251
H 3.42379 5.78451 0.88353
H 0.22853 4.37495 -0.00899
H 0.35734 3.17335 1.35702
H -0.74999 2.26466 -0.55184
H 1.96292 0.15136 -0.22913
H 1.00468 -0.39671 -1.72470
H -0.21379 0.24325 1.13005
H 1.59157 -1.83141 0.83559
H 0.05511 -2.64687 0.29209
H 0.17783 -1.87710 1.92215
H -1.30808 2.27627 -4.63351
H -2.12043 2.47091 -2.36484
H -3.00992 5.62801 -2.43345
H -0.06622 4.81300 -5.38804
C -1.27557 -7.35959 -0.03483
C -1.08592 -5.85225 0.03647
O -1.18029 -5.31547 1.33815
C -0.02098 -5.41124 2.22445
O 1.07261 -4.97315 1.65535
C 0.15007 -6.83715 2.85420
F -1.05388 -7.40770 3.14232
F 0.80326 -6.76992 4.03640
F 0.81798 -7.72928 2.10098
H -2.06934 -7.68858 0.63810
H -1.52675 -7.66201 -1.05676
H -0.36392 -7.88820 0.23585
H -1.91176 -5.39263 -0.51798
H -0.16894 -5.53991 -0.47276
H -0.39312 -4.83338 3.09682
*
```

Here is the molecule C4H5N3O in a non-equilibrium geometry from the Open Molecules 2025 dataset. Energies are from the ωB97M-V functional and the def2-TZVPD basis.

- SMILES: c1nonc1N1CC1
- E_tot: -394.68158 Ha
- HOMO level: -9.967 eV
- ΔE to the lowest compared entry with this formula, charge and spin: 179.45 kcal per mole
- Kohn-Sham gap: 10.5 eV

Geometry as ORCA input:
```
! wB97M-V def2-TZVPD RIJCOSX def2/J DEFGRID3
* xyz 0 1
C 1.53025 -0.65377 -0.54905
C 1.51626 0.24061 0.70748
C -0.55476 0.16666 -0.22893
C -1.83848 1.09247 -0.11347
H 1.18926 -1.69677 -0.09227
H 2.08364 -0.92396 -1.65064
H 1.04551 -0.17453 1.62099
H 2.25491 1.01517 1.03834
H -2.10104 2.22017 -0.51138
N 0.77451 0.63619 -0.41938
N -2.78414 0.22141 0.00105
N -0.88535 -1.04012 0.17007
O -2.23057 -1.10353 0.02719
*
```

Here is the molecule C4H7NO in a non-equilibrium geometry from the Open Molecules 2025 dataset. Energies are from the ωB97M-V functional and the def2-TZVPD basis.

- SMILES: C=CN(C)C=O
- E_tot: -286.56732 Ha
- HOMO level: -8.779 eV
- ΔE to the lowest compared entry with this formula, charge and spin: 40.37 kcal per mole
- Kohn-Sham gap: 9.6 eV

Geometry as ORCA input:
```
! wB97M-V def2-TZVPD RIJCOSX def2/J DEFGRID3
* xyz 0 1
C -0.88304 -0.85257 0.61325
C 0.42800 0.68095 -0.76443
C -0.59761 0.94255 -1.59467
C 1.36791 -0.15868 1.17094
H -1.73763 -0.18457 1.04387
H -1.30262 -1.18614 -0.44708
H -0.68034 -1.74478 1.35446
H 1.38843 1.09507 -0.80071
H -0.35841 1.43350 -2.52259
H -1.59544 0.54324 -1.41374
H 1.36103 -1.01309 1.94189
N 0.29754 -0.13864 0.29967
O 2.31218 0.58316 1.11913
*
```